{"formula": "C28H51Br9O17S3", "method": "ωB97M-V/def2-TZVPD", "symbols": ["Br", "Br", "Br", "Br", "Br", "Br", "Br", "Br", "Br", "S", "S", "S", "O", "O", "O", "O", "O", "O", "O", "O", "O", "O", "O", "O", "O", "O", "O", "O", "O", "C", "C", "C", "C", "C", "C", "C", "C", "C", "C", "C", "C", "C", "C", "C", "C", "C", "C", "C", "C", "C", "C", "C", "C", "C", "C", "C", "C", "H", "H", "H", "H", "H", "H", "H", "H", "H", "H", "H", "H", "H", "H", "H", "H", "H", "H", "H", "H", "H", "H", "H", "H", "H", "H", "H", "H", "H", "H", "H", "H", "H", "H", "H", "H", "H", "H", "H", "H", "H", "H", "H", "H", "H", "H", "H", "H", "H", "H", "H"], "xyz": [[-5.4087, -23.1999, 20.1494], [4.3145, -14.5730, 23.1737], [2.5134, -12.9352, 21.0484], [-4.2666, -21.9646, 23.0456], [4.6464, -15.0118, 20.0200], [-6.1655, -20.2840, 21.0831], [-1.5936, -20.9092, 26.4586], [0.3547, -18.8938, 24.8511], [-1.0294, -17.8124, 27.5071], [-4.8407, -19.6545, 14.9351], [-0.6679, -20.2646, 20.3209], [-3.8722, -17.6893, 23.2875], [-6.0796, -20.3882, 15.0151], [-4.4944, -18.9241, 13.7564], [-3.1782, -18.0228, 24.5014], [-0.2098, -18.7250, 20.2067], [-3.4547, -16.2186, 22.8555], [-1.9283, -20.4814, 19.6629], [-2.8525, -23.8802, 25.0048], [5.2863, -18.7352, 22.4732], [-0.8460, -10.2749, 18.0994], [4.4116, -18.6335, 20.4468], [0.2377, -18.6708, 17.2553], [-3.5252, -20.5269, 15.3818], [-0.8822, -23.4618, 24.0875], [-0.6511, -16.6710, 17.0246], [0.0944, -11.7693, 16.6964], [0.4567, -21.0676, 19.9171], [-3.6937, -18.5677, 22.1710], [-0.2890, -11.3142, 17.9372], [6.8217, -18.9100, 20.7120], [0.4951, -23.4744, 24.4709], [-3.6759, -21.3670, 16.5471], [0.4639, -19.8965, 16.5528], [-0.7905, -18.3399, 15.1935], [-4.8586, -18.4834, 16.2873], [-0.1324, -12.4082, 18.9830], [-0.8357, -24.3422, 26.2851], [-0.4382, -17.7533, 16.5508], [0.5229, -23.6688, 26.0047], [1.4278, -16.9633, 20.2263], [1.1766, -18.4629, 20.4114], [0.2890, -13.6241, 18.1960], [0.7334, -13.0354, 16.8493], [0.2710, -19.4700, 15.0890], [-5.6571, -17.5719, 23.6019], [-1.1963, -19.0232, 25.9630], [4.2789, -13.7512, 21.4271], [-3.0836, -14.9920, 20.7049], [6.5422, -19.1611, 23.0634], [-4.8498, -21.6434, 21.1801], [-3.4785, -22.8360, 16.2025], [5.3715, -18.7185, 21.1524], [-1.6639, -23.9047, 25.0675], [-0.9606, -20.4863, 22.0639], [7.6057, -18.7954, 22.0170], [-4.0390, -15.6401, 21.6971], [1.5374, -20.0414, 16.6807], [-5.7942, -16.7799, 24.3294], [0.0077, -20.4473, 22.5570], [-3.0886, -15.5815, 19.7837], [-1.3129, -24.0336, 27.2067], [6.3631, -20.2296, 23.1848], [-4.7308, -14.8640, 22.0480], [-3.3883, -13.9675, 20.5238], [1.3003, -16.8170, 19.1473], [6.7196, -18.6732, 24.0167], [-1.7585, -18.8200, 15.3499], [-1.5752, -19.6981, 22.4849], [-5.9808, -17.2632, 22.6099], [8.0943, -17.8657, 22.2883], [-0.7238, -25.4239, 26.2074], [-4.2262, -23.2731, 15.5476], [-4.7129, -16.3052, 21.1497], [-4.7854, -18.9444, 17.2634], [-3.4388, -23.4182, 17.1242], [-0.5904, -14.2583, 18.0798], [6.9962, -18.0343, 20.0848], [-4.7038, -21.3384, 16.9282], [2.4593, -16.7252, 20.4564], [-0.9132, -17.6386, 14.3771], [-2.0791, -18.6542, 25.4619], [8.3390, -19.5983, 22.1340], [-0.1297, -20.7173, 16.9459], [0.9843, -22.5494, 24.1805], [1.0316, -14.2260, 18.7161], [0.6724, -11.9373, 19.5723], [0.6701, -22.7762, 26.6013], [0.6733, -16.3431, 20.7065], [-1.0362, -12.3668, 19.5816], [-5.7137, -17.8463, 16.0628], [-5.9420, -18.5843, 23.8592], [1.7530, -19.0007, 19.6612], [-2.0027, -14.9749, 20.8610], [0.9558, -24.3641, 24.0452], [6.9086, -19.8433, 20.1656], [1.3884, -24.3276, 26.0937], [-1.3979, -21.4830, 22.0612], [0.4789, -13.7832, 16.0978], [1.8179, -12.9213, 16.7788], [-4.0283, -17.8058, 16.0744], [1.2033, -19.1459, 14.6337], [-2.4863, -22.8992, 15.7435], [-0.1728, -20.2300, 14.4445], [1.6105, -18.7412, 21.3789], [-2.9556, -20.9649, 17.2596], [-3.9372, -21.2819, 20.7297], [5.0427, -12.9912, 21.3708]], "atomic_forces_ev_per_a": [[0.2, 0.3, 0.5], [0.0, 0.2, -0.3], [1.0, -0.2, 0.4], [-0.6, -0.3, -0.9], [0.2, 0.0, 0.1], [-0.5, 0.2, -0.1], [0.2, 1.2, -0.1], [0.0, 0.0, 0.1], [0.0, -0.7, -0.4], [-0.1, 0.5, 1.6], [0.6, 0.2, 0.5], [-0.7, -0.7, -0.3], [1.1, -0.3, -0.3], [0.3, -0.7, 0.0], [-0.9, 1.2, -0.8], [-1.2, -0.9, 0.3], [0.4, -0.7, 0.9], [0.2, 0.7, -0.2], [-0.7, -0.2, -0.2], [-0.1, 0.5, 1.3], [0.4, 0.6, -0.2], [-0.4, 0.3, -0.3], [-0.2, -0.1, 0.9], [-1.4, 0.4, -1.2], [0.4, 0.4, -0.7], [-0.3, 0.2, -0.2], [0.2, 0.0, 0.6], [-0.4, 0.0, 0.1], [0.1, 0.3, 0.0], [-1.5, -0.9, -0.7], [-0.3, 1.6, 0.4], [-0.2, 0.0, 1.0], [-1.0, -0.8, 0.1], [1.3, 1.2, -1.1], [0.4, -0.6, 1.0], [0.4, 0.7, -1.4], [1.1, 1.8, -0.2], [0.9, 0.3, -1.1], [0.1, 0.3, -0.3], [0.3, -0.8, -0.5], [-0.7, -0.8, -1.4], [1.7, 0.9, -0.1], [-0.7, 0.0, 0.7], [0.6, -1.2, 0.3], [-1.6, -0.2, -0.8], [2.0, 0.5, -0.8], [0.2, -0.4, 1.3], [-0.8, -0.1, -0.2], [0.7, -0.6, -0.8], [-0.6, 0.3, -0.7], [0.8, -0.2, 0.6], [1.4, 0.4, 0.1], [0.4, -0.8, -0.5], [0.0, 0.1, 1.3], [0.7, 0.0, -0.7], [0.0, -2.0, 0.8], [-1.1, 1.2, -0.6], [-0.2, -0.8, 0.3], [-0.3, -0.2, 0.3], [0.0, -0.3, -0.1], [-0.4, 0.3, -0.2], [-0.1, -0.2, 0.1], [0.7, -0.1, 0.2], [0.3, 0.0, 0.3], [-0.1, 0.0, -0.2], [0.0, 0.4, 0.1], [-0.4, 0.0, 0.1], [-0.1, -0.1, -0.1], [-0.4, -0.2, -0.3], [-0.7, -0.2, 0.2], [-0.2, 0.3, -0.5], [-0.2, -0.1, 0.3], [-0.1, 0.3, -0.1], [0.5, -0.5, 0.2], [-0.3, 0.0, 0.1], [-0.1, 0.1, 0.0], [0.1, -0.1, -0.3], [0.3, -0.4, -0.4], [0.2, 0.7, 0.1], [-0.1, 0.1, 0.4], [0.3, 0.2, 0.1], [0.6, -0.4, 0.0], [0.3, 0.3, -0.4], [-0.2, 0.1, 0.0], [-0.1, 0.0, -0.4], [0.2, 0.0, -0.2], [-0.1, -0.6, 0.2], [0.0, 0.2, -0.2], [0.2, 0.0, 0.4], [0.0, -0.5, 0.0], [-0.4, -0.4, 0.6], [-0.3, 0.1, 0.2], [-0.1, -0.1, 0.0], [-0.2, -0.1, 1.1], [0.1, 0.2, -0.5], [0.2, 0.0, 0.0], [-0.1, 0.0, 0.9], [-0.1, 0.0, 0.6], [-0.4, 0.6, -0.5], [0.0, 0.3, 0.2], [0.3, -0.3, 0.3], [0.0, 0.2, 0.1], [-0.1, -0.4, -0.1], [0.4, -0.3, 0.1], [-0.8, -0.4, 0.2], [-0.1, -0.3, 0.2], [-0.1, 0.1, -0.3], [-0.1, 0.2, 0.1]], "max_force_ha_per_bohr": 0.04299, "e_homo_ha": -0.361, "de_lowest_kj_mol": 0.0, "total_charge": 0}